# C19H21NO5

A single C19H21NO5 molecule (ωB97M-V/def2-TZVPD, OMol25).

Each line ends with the Mulliken charge.
Geometry (Å):
C  -4.756288  -3.545422  -1.372700  -0.85
H  -4.650966  -2.976228  -2.301795  0.35
O  -3.627991  -3.397616  -0.545819  -0.45
C  -3.296636  -2.148816  -0.115785  0.97
C  -4.011667  -0.990502  -0.397806  -0.56
C  -3.575516  0.225969  0.096348  -0.52
C  -2.434111  0.322214  0.876872  0.12
C  -1.727742  -0.841551  1.158460  -0.04
C  -2.149835  -2.060137  0.673350  -0.84
H  -1.602407  -2.964319  0.886925  0.43
H  -0.835531  -0.799627  1.766790  0.31
C  -1.946684  1.665123  1.348735  -1.40
H  -2.786714  2.270657  1.696594  0.57
H  -1.257366  1.537300  2.186620  0.40
C  -1.253769  2.404604  0.190542  -0.01
C  -0.619244  3.725427  0.660928  -0.55
C  0.052522  4.385854  -0.520384  0.35
O  -0.452745  5.194380  -1.247082  -0.58
O  1.302816  3.936945  -0.682180  -0.38
H  1.697862  4.302717  -1.489187  0.32
H  0.124028  3.548996  1.439412  0.27
H  -1.398587  4.386161  1.041705  0.48
H  -2.001080  2.634866  -0.575186  0.58
C  -0.226324  1.499823  -0.500737  -0.24
O  -0.329898  1.208239  -1.671278  -0.71
N  0.765769  1.079853  0.322846  0.51
C  1.851050  0.242725  0.041606  0.15
C  2.031635  -0.380352  -1.191327  -0.24
C  3.123030  -1.194686  -1.396909  -0.75
C  4.061122  -1.413697  -0.386837  0.81
C  3.878348  -0.796844  0.845096  -0.33
C  2.781523  0.021505  1.049911  -0.96
H  2.653667  0.495831  2.013811  0.37
H  4.577720  -0.941570  1.653322  0.39
O  5.102172  -2.235206  -0.704743  -0.45
C  6.080915  -2.486819  0.272439  -0.85
H  6.587494  -1.566537  0.582207  0.33
H  6.803078  -3.152420  -0.197809  0.24
H  5.655130  -2.980998  1.152158  0.33
H  3.273832  -1.681106  -2.347224  0.42
H  1.314512  -0.218428  -1.977611  0.53
H  0.755329  1.432369  1.269037  0.14
H  -4.140749  1.117449  -0.134289  0.40
H  -4.904013  -1.019455  -1.002756  0.38
H  -4.813376  -4.607491  -1.606232  0.24
H  -5.674305  -3.239187  -0.860027  0.33

Forces on the atoms, in the same order (eV/Å):
-0.18 -0.02 -0.12
-0.01 -0.01 0.04
0.25 0.09 0.18
0.12 0.08 0.11
-0.15 -0.29 -0.18
0.19 0.01 0.15
-0.16 0.08 0.18
-0.12 -0.05 -0.02
-0.13 -0.16 -0.14
0.07 -0.12 0.03
0.09 0.02 0.06
-0.02 -0.04 -0.32
0.06 0.04 0.07
-0.01 0.05 0.07
0.07 0.05 0.14
-0.01 -0.04 -0.29
-0.15 0.38 0.12
-0.17 0.09 -0.11
0.58 -0.28 0.08
-0.29 0.09 0.05
-0.04 0.01 0.06
0.09 0.00 -0.03
0.14 -0.08 0.03
-0.38 0.29 0.16
0.04 -0.09 -0.26
0.03 0.04 0.45
0.31 -0.19 -0.01
-0.09 0.02 -0.09
0.30 -0.11 0.25
-0.15 0.07 -0.08
0.25 -0.21 -0.07
-0.21 0.07 -0.18
-0.02 0.06 0.09
0.08 -0.03 0.04
-0.20 0.06 -0.19
0.13 -0.03 0.13
-0.03 -0.03 0.00
-0.02 0.05 0.08
0.01 0.03 -0.02
0.00 -0.06 -0.13
-0.02 0.00 -0.03
-0.09 0.00 -0.17
-0.08 0.11 -0.04
-0.08 -0.05 -0.06
-0.04 0.09 -0.01
0.04 0.00 -0.03

Summary:
Relative energy (zero: lowest compared OMol25 entry of this formula, charge and spin)   121.2 kJ/mol
Multiplicity   1
SMILES string   COc1ccc(C[C@@H](CC(=O)O)C(=O)Nc2ccc(OC)cc2)cc1
LUMO   0.55 eV
HOMO   -7.940 eV